Here is a molecular structure, C30H47FP2Ru in a non-equilibrium geometry from the OMol25 dataset. Energies are from the ωB97M-V functional and the def2-TZVPD basis.

Its molecular weight is 589.7 g mol⁻¹. The value obtained for the HOMO energy (spin up / spin down) is -8.48 / -10.01 eV. The value obtained for the total energy is -2048.26329 a.u. The energy relative to the best compared isomer or geometry (same formula, charge and spin) comes out at 0.0 kcal/mol. Its strongest force on any atom is 0.10841 Eh/bohr. As for the total charge: +1. Its spin multiplicity is 6.

```
81
C30H47FP2Ru, DFT the ωB97M-V functional and the def2-TZVPD basis
Ru -0.7816 -1.0071 -2.8020
C -0.3469 -2.4452 2.5655
C 0.9686 -2.4949 2.0186
C 0.9683 -0.9869 3.7513
C -0.3320 -1.5199 3.6352
C 1.7744 -1.5714 2.7429
C -1.5108 -3.2617 2.1602
H -1.2107 -4.0646 1.4836
H -2.2668 -2.6568 1.6388
H -2.0014 -3.7101 3.0390
C -1.4726 -1.1973 4.5293
H -2.4245 -1.5015 4.0800
H -1.5276 -0.1176 4.7279
H -1.3717 -1.7092 5.5001
C 1.4137 -0.0285 4.7921
H 1.4377 -0.5220 5.7765
H 0.7325 0.8334 4.8690
H 2.4201 0.3489 4.5794
C 3.2243 -1.3534 2.5574
H 3.8241 -1.9734 3.2468
H 3.4876 -0.3037 2.7485
H 3.5358 -1.5959 1.5359
C 1.4210 -3.3188 0.8832
H 2.0555 -4.1471 1.2447
H 2.0252 -2.7374 0.1679
H 0.5756 -3.7534 0.3374
C -1.7179 0.1185 -4.1068
C -1.7685 -1.2744 -4.4664
C -0.8081 -1.8415 -5.4759
C 0.6787 -1.9604 -5.0009
C 0.9406 -1.4824 -3.5901
C 0.8766 -0.0786 -3.2423
C 0.6957 0.9615 -4.3169
C -0.7797 1.0855 -4.7831
H -0.8415 -1.2492 -6.3943
H 1.3239 -1.4507 -5.7336
H -1.1506 -2.8444 -5.7579
H -0.8514 1.0346 -5.8823
H -2.6449 0.5574 -3.7447
H -2.7243 -1.7908 -4.3545
H -1.1456 2.0936 -4.5363
H 1.0060 1.9400 -3.9086
H 1.3895 0.2672 -2.3435
H 1.3282 0.7461 -5.2011
H 0.9552 -3.0260 -5.0375
H 1.6269 -2.0975 -2.9990
P -1.1680 1.3127 -0.3884
P 2.0937 1.8678 0.3882
C -0.2545 2.8891 -0.8492
C 1.2891 3.0145 -0.8136
H -0.6768 3.5890 -0.1144
H -0.6265 3.1673 -1.8512
H 1.7707 2.9382 -1.8025
H 1.5082 4.0286 -0.4364
C 2.9708 3.1461 1.3898
H 3.2564 2.6983 2.3518
H 2.2890 3.9871 1.5792
H 3.8640 3.5053 0.8603
C 3.4908 1.1028 -0.5140
H 4.1357 1.8550 -0.9883
H 3.1157 0.3982 -1.2709
H 4.0818 0.5348 0.2194
C -2.8108 1.6245 -1.1968
H -3.3490 0.6706 -1.1983
H -2.6985 1.9529 -2.2293
H -3.4089 2.3605 -0.6380
C -1.3446 -2.3196 -1.3608
H -1.0299 -1.8215 -0.4220
H -0.8183 -3.2833 -1.5045
H -2.4389 -2.4650 -1.3524
F -3.2875 3.2256 4.6011
C -2.6660 2.3760 3.7167
C -1.2936 2.5476 3.4846
C -0.7534 1.8876 2.3769
C -1.6164 1.3657 1.3952
C -2.8976 0.9402 1.8157
C -3.4536 1.4919 2.9834
H -0.6954 3.1966 4.1275
H 0.3312 1.8111 2.2102
H -3.4325 0.2071 1.2116
H -4.4828 1.2836 3.2858
```

---

Here is 7 unconnected molecules or ions with the total composition C30H47N3O18S4 in a non-equilibrium geometry from the OMol25 dataset. Energies are from the ωB97M-V functional and the def2-TZVPD basis.

Its molecular weight is 866.0 g mol⁻¹. The value obtained for the HOMO energy is -9.84 eV. The SMILES is O=[N+]([O-])c1ccccc1.O=[N+]([O-])c1ccccc1.O=[N+]([O-])c1ccccc1.CCOS(C)(=O)=O.CCOS(C)(=O)=O.CCOS(C)(=O)=O.CCOS(C)(=O)=O. The value obtained for the total energy is -4282.29039 a.u. Its strongest force on any atom is 0.07597 Eh/bohr. As for the total charge: 0.

```
102
C30H47N3O18S4, DFT the ωB97M-V functional and the def2-TZVPD basis
O -0.9744 -2.5527 -4.2050
N -1.5231 -3.4625 -3.5565
O -2.7423 -3.6513 -3.7187
C -0.7836 -4.2839 -2.6481
C -1.4763 -5.1865 -1.8881
C -0.8081 -5.8585 -0.8522
C 0.5692 -5.5741 -0.6150
C 1.2208 -4.6979 -1.4537
C 0.5308 -4.0172 -2.4693
H -2.5701 -5.2120 -1.8754
H -1.3271 -6.4436 -0.1407
H 1.1545 -6.0523 0.1501
H 2.2840 -4.4048 -1.3162
H 1.0385 -3.3251 -3.0863
O -8.2200 -0.7278 -2.0149
N -7.6745 0.3375 -2.2917
O -8.2385 1.3924 -2.5119
C -6.1802 0.3588 -2.2350
C -5.5792 -0.8866 -2.5085
C -4.1401 -0.8353 -2.5914
C -3.4195 0.3235 -2.3267
C -4.1281 1.4423 -1.8989
C -5.5122 1.4947 -1.8860
H -6.2451 -1.7418 -2.7059
H -3.6058 -1.7147 -2.9602
H -2.3246 0.4372 -2.3744
H -3.5449 2.3158 -1.5509
H -5.9250 2.4729 -1.6412
O 2.5849 4.2342 3.2414
N 2.9575 3.8765 4.3134
O 3.1399 2.7188 4.6208
C 3.2326 4.9534 5.2815
C 2.5855 6.1668 5.1420
C 2.7420 7.0779 6.1489
C 3.5574 6.7792 7.2070
C 4.2640 5.6049 7.2717
C 4.0754 4.6393 6.3471
H 1.8673 6.2310 4.3731
H 2.2131 7.9994 6.1414
H 3.6380 7.4267 8.1020
H 4.9039 5.3637 8.1604
H 4.6346 3.7037 6.3660
C 3.7597 -0.4338 1.5220
C 3.1812 -0.4324 0.0791
O 1.9432 0.3615 0.0900
S 1.3297 0.8846 -1.3737
C 0.5827 -0.5692 -2.0929
O 0.2614 1.8094 -1.0600
O 2.4844 1.3413 -2.1778
H 3.8839 0.5869 1.7473
H 4.6809 -1.0133 1.6658
H 2.9779 -0.7457 2.1898
H 3.8313 -0.0293 -0.6817
H 2.9413 -1.4092 -0.2418
H 0.1282 -0.2436 -3.0566
H -0.1703 -0.9099 -1.3931
H 1.3537 -1.3142 -2.1574
C -3.9758 2.9807 1.3251
C -2.4680 3.2841 1.3950
O -1.8540 2.1051 2.0455
S -0.8889 2.2240 3.3431
C 0.6556 1.9753 2.5838
O -1.0066 3.5532 3.8362
O -1.1629 1.1065 4.2012
H -4.2599 1.9211 1.2123
H -4.3949 3.6224 0.5049
H -4.4000 3.2877 2.2548
H -1.9322 3.4070 0.4687
H -2.2008 4.1228 1.9915
H 0.4237 1.1491 1.9330
H 1.3761 1.6548 3.3392
H 0.9836 2.8789 2.0862
C 1.0226 -3.1015 1.9983
C -0.3074 -2.9178 2.9170
O -1.1015 -1.9081 2.2661
S -2.0141 -2.2211 0.9676
C -3.0252 -0.7657 1.0373
O -1.1697 -2.1413 -0.2617
O -2.7283 -3.4428 1.1945
H 1.7137 -2.3600 2.3446
H 0.8671 -2.7159 0.9934
H 1.5037 -4.0885 1.9518
H -0.8792 -3.8812 2.9919
H -0.2735 -2.4447 3.9068
H -3.7101 -0.7210 0.1632
H -2.3633 0.1119 0.9707
H -3.5784 -0.6706 1.9859
C 0.8067 -0.6713 -6.1152
C 1.9081 -1.7185 -5.8360
O 2.3158 -1.5416 -4.4430
S 3.6266 -2.2183 -3.9253
C 4.7357 -0.9139 -3.9500
O 3.3263 -2.4792 -2.5389
O 4.0221 -3.3360 -4.7364
H 0.3369 -1.0265 -7.0553
H 1.3802 0.2052 -6.2912
H 0.1033 -0.4173 -5.3711
H 1.5635 -2.7913 -5.9918
H 2.7781 -1.5776 -6.4581
H 4.1885 -0.0940 -3.4188
H 4.9990 -0.7118 -5.0046
H 5.6373 -1.3178 -3.4150
```

---

Here is a molecular structure, C30H48BBeN6O2S4Sb in a non-equilibrium geometry from the OMol25 dataset. Energies are from the ωB97M-V functional and the def2-TZVPD basis.

Its molecular weight is 794.6 g mol⁻¹. The value obtained for the HOMO energy is -7.31 eV. The value obtained for the total energy is -3523.74344 a.u. The energy relative to the best compared isomer or geometry (same formula, charge and spin) comes out at 0.0 kcal/mol. Its strongest force on any atom is 0.02476 Eh/bohr. As for the total charge: 0.

```
93
C30H48BBeN6O2S4Sb, DFT the ωB97M-V functional and the def2-TZVPD basis
Be 1.8259 -0.8611 -0.1123
O -1.0627 -3.5859 2.9607
C -0.3806 -2.7352 3.7433
C -0.5392 -2.8587 5.1230
C 0.1664 -2.0514 5.9907
C 1.0558 -1.1057 5.4963
C 1.1953 -0.9442 4.1343
C 0.4726 -1.7348 3.2403
C 0.7007 -1.5597 1.8067
O 1.1928 -0.4806 1.3114
N 0.4314 -2.5750 1.0289
N 0.9029 -2.3890 -0.2418
C 0.3027 -3.1547 -1.0860
S -1.0342 -4.1112 -0.4728
C -1.3262 -4.9932 -2.0433
C -0.9403 -4.0718 -3.1748
S 0.6948 -3.3402 -2.7604
H -0.7698 -3.4540 2.0385
H -1.2120 -3.6208 5.4878
H 0.0449 -2.1715 7.0591
H 1.6441 -0.5060 6.1737
H 1.8866 -0.2263 3.7201
H -2.3795 -5.2683 -2.0649
H -0.7039 -5.8888 -2.0466
H -1.6378 -3.2423 -3.3014
H -0.8462 -4.6142 -4.1138
C 3.8499 -4.2159 -0.2080
N 3.9867 -3.3008 -1.3049
C 4.1497 -3.5922 -2.6339
C 4.3783 -2.4149 -3.2668
N 4.3632 -1.4066 -2.3466
B 4.9361 0.0169 -2.5769
N 3.8228 1.1075 -2.7094
C 4.1694 2.3243 -3.2312
C 3.0406 2.9935 -3.5691
N 1.9911 2.1857 -3.2368
C 0.6174 2.3851 -3.5829
C 2.4929 1.0592 -2.6728
S 1.3966 -0.1158 -2.0635
C 4.1028 -1.9625 -1.1640
S 3.8943 -1.1659 0.3284
H 3.9985 -5.2338 -0.5623
H 2.8648 -4.1200 0.2554
H 4.6053 -3.9716 0.5424
H 4.1161 -4.5950 -3.0051
H 4.5613 -2.2152 -4.3027
H 5.4839 -0.0117 -3.6349
H 5.6520 0.3053 -1.6740
H 5.1979 2.6083 -3.3198
H 2.8898 3.9666 -3.9893
H 0.4928 3.3943 -3.9611
H -0.0024 2.2188 -2.7029
H 0.3129 1.6655 -4.3463
C -0.3620 4.2055 -0.9278
C -1.2206 3.8687 0.2846
C -0.4823 4.3490 1.5241
C -2.5536 4.5807 0.1425
Sb -1.3099 1.5610 0.4534
C -2.1749 1.2850 2.5472
C -2.6359 -0.1602 2.6971
C -3.3164 2.2274 2.8836
C -1.0111 1.5216 3.4994
C -3.0530 0.9004 -0.9063
C -4.2628 1.8154 -0.9414
C -2.4363 0.8131 -2.2953
C -3.5068 -0.4880 -0.4788
H -0.1353 5.2757 -0.9345
H -0.8911 3.9751 -1.8493
H 0.5875 3.6683 -0.9063
H -0.1652 5.3865 1.4009
H 0.4100 3.7468 1.6969
H -1.1193 4.2999 2.4015
H -2.3997 5.6605 0.2074
H -3.2603 4.2912 0.9139
H -3.0025 4.3707 -0.8249
H -3.6356 -0.3022 2.2965
H -2.6692 -0.4382 3.7519
H -1.9592 -0.8493 2.1947
H -4.1512 2.1080 2.1945
H -2.9855 3.2633 2.8639
H -3.6858 2.0162 3.8895
H -0.1387 0.9620 3.1741
H -1.2701 1.1865 4.5058
H -0.7442 2.5730 3.5546
H -4.0312 2.7659 -1.4120
H -4.6508 1.9988 0.0573
H -5.0601 1.3494 -1.5238
H -2.1940 1.8043 -2.6683
H -3.1345 0.3616 -3.0048
H -1.5258 0.2108 -2.2866
H -4.1311 -0.4333 0.4082
H -2.6631 -1.1493 -0.2797
H -4.1145 -0.9417 -1.2655
```

---

Here is a molecular structure, C30H48BrN3P2SeSr in a non-equilibrium geometry from the OMol25 dataset. Energies are from the ωB97M-V functional and the def2-TZVPD basis.

Its molecular weight is 759.2 g mol⁻¹. The value obtained for the HOMO energy is -13.31 eV. The value obtained for the total energy is -7024.57018 a.u. Its strongest force on any atom is 0.03636 Eh/bohr. As for the total charge: +2.

```
86
C30H48BrN3P2SeSr, DFT the ωB97M-V functional and the def2-TZVPD basis
N -4.8424 -1.0920 3.0847
C -4.0785 -0.0886 3.5390
C -3.5365 0.8904 2.6994
C -3.9073 0.9139 1.3193
C -4.5901 -0.2279 0.8337
C -5.0706 -1.1758 1.7667
C -3.5474 2.0332 0.4733
Sr 0.3754 0.9236 0.3799
P 2.5024 0.4316 -1.6673
C -3.4869 2.0222 -0.9035
C -2.3345 2.5692 -1.6032
C -2.1189 2.2823 -2.9740
C -0.9862 2.7446 -3.6459
C -0.0291 3.4546 -2.9452
C -0.1985 3.7997 -1.6064
C -1.3497 3.3313 -0.9310
Br 1.5262 4.1176 -3.9651
H -3.2248 2.9234 1.0122
H -4.2569 1.5353 -1.5247
H -2.8894 1.6633 3.1279
H -4.8174 -0.3581 -0.2305
H -3.9162 -0.0436 4.6256
H -5.6800 -2.0241 1.4264
H -2.8651 1.7212 -3.5324
H -1.5382 3.6726 0.0852
H -0.8029 2.5657 -4.7102
H 0.5444 4.4349 -1.1279
P -0.3988 -2.2712 -0.4309
C 2.9895 2.0710 -0.9061
C 3.7771 3.0873 -1.7280
H 3.5663 1.8349 0.0037
H 2.0597 2.6029 -0.5935
H 3.9734 3.9817 -1.1156
H 4.7264 2.7241 -2.1401
H 3.1628 3.4533 -2.5686
C 2.1136 0.7775 -3.4212
C 3.1766 0.8175 -4.5212
H 1.6272 1.7717 -3.4000
H 1.3272 0.0495 -3.6908
H 2.6556 1.0692 -5.4590
H 3.9370 1.5948 -4.3530
H 3.6765 -0.1497 -4.6809
C 3.9696 -0.6439 -1.5966
C 5.3452 0.0038 -1.7222
H 3.8250 -1.4019 -2.3828
H 3.8911 -1.1622 -0.6235
H 6.1002 -0.7850 -1.6193
H 5.4976 0.4821 -2.6978
H 5.5321 0.7420 -0.9351
C 0.4976 -3.7899 0.1403
C 1.9895 -3.8135 -0.1728
H -0.0117 -4.6482 -0.3238
H 0.3391 -3.8529 1.2264
H 2.3896 -4.8066 0.0819
H 2.1944 -3.6335 -1.2371
H 2.5325 -3.0657 0.4227
C -0.2909 -2.6076 -2.2540
C -1.2189 -1.7469 -3.1066
H -0.5098 -3.6793 -2.3904
H 0.7609 -2.4343 -2.5308
H -1.0718 -2.0008 -4.1655
H -2.2765 -1.9142 -2.8610
H -1.0180 -0.6733 -2.9838
C -2.0901 -2.9844 -0.1640
C -2.4026 -3.2977 1.2947
H -2.1614 -3.8954 -0.7781
H -2.8006 -2.2443 -0.5626
H -3.4592 -3.5838 1.3930
H -1.7913 -4.1228 1.6892
H -2.2393 -2.4196 1.9339
C 1.2582 1.9705 3.9594
N 0.3611 0.8757 4.3044
C -0.4926 0.8576 5.3969
C -1.0297 -0.3920 5.4607
N -0.4668 -1.1327 4.4369
C -0.6742 -2.5654 4.2630
C 0.4000 -0.3614 3.7050
Se 1.6489 -0.8939 2.4184
H 1.4084 2.5935 4.8453
H 0.8354 2.5986 3.1584
H 2.2218 1.5714 3.6172
H -0.6167 1.7087 6.0421
H -1.7308 -0.8218 6.1563
H -0.5697 -3.0718 5.2287
H -1.6805 -2.7588 3.8817
H 0.0627 -2.9518 3.5585
```